This record from the OMol25 dataset describes C50H38N6O5PSTi as an isolated structure at a distorted geometry. The level of theory is ωB97M-V/def2-TZVPD.

## Properties
Net charge: +1
HOMO level, eV: -10.621
Lowest unoccupied orbital energy, eV: -3.602
Multiplicity: 1
Energy above the lowest of the compared OMol25 structures with the same formula, charge and spin, eV: 0.216

Cartesian coordinates (Å):
Ti: -0.518 0.175 -0.167
S: 0.741 0.349 2.133
P: -0.496 2.912 -0.181
O: -3.112 2.040 1.799
O: -0.166 1.649 2.556
O: 1.188 0.725 0.704
O: -0.401 -0.587 1.806
O: -1.883 -1.656 -0.341
N: 1.239 -2.639 -0.462
N: 2.020 -2.164 1.728
N: -2.461 0.392 0.320
N: -3.700 -1.314 1.094
N: -0.731 0.288 -2.106
N: 0.773 -1.581 -0.899
C: -8.105 1.038 0.379
C: -7.075 0.747 -0.504
C: -3.901 -1.846 5.240
C: -4.340 5.431 -0.328
C: 1.862 4.558 3.450
C: -5.617 0.232 1.350
C: 1.179 3.355 3.560
C: 1.557 -3.711 3.495
C: 2.410 3.083 -3.022
C: -4.108 -0.377 3.335
C: -3.977 -1.654 3.868
C: 0.871 -1.496 -2.338
C: 0.799 -4.498 2.641
C: -3.154 3.400 -0.823
C: -5.841 0.346 -0.022
C: 1.700 -2.333 -3.068
C: 1.865 5.243 2.246
C: -3.202 5.949 0.271
C: -1.811 0.927 -2.796
C: -3.912 2.133 -4.159
C: -4.222 -0.165 1.832
C: -4.314 4.157 -0.874
C: -7.889 0.924 1.742
C: 1.172 4.741 1.155
C: 0.199 4.598 -2.303
C: 1.678 -2.260 -4.449
C: 0.452 3.549 1.244
C: -2.651 2.706 -4.178
C: 0.685 -4.121 1.314
C: -6.650 0.527 2.228
C: 1.645 2.709 -1.930
C: 2.153 -2.566 2.991
C: -2.690 -0.955 0.306
C: -0.006 -0.527 -4.334
C: 2.071 4.212 -3.759
C: 0.040 -0.553 -2.936
C: -4.114 0.933 -3.490
C: 0.530 3.461 -1.569
C: -4.084 0.517 5.574
C: -3.065 0.325 -2.817
C: -3.953 -0.759 6.098
C: -3.216 0.932 1.355
C: 1.293 -2.930 0.935
C: 0.498 2.878 2.457
C: 0.970 4.973 -3.394
C: -2.005 3.916 -0.233
C: -1.597 2.103 -3.506
C: 0.810 -1.369 -5.070
C: -4.163 0.710 4.204
C: -2.039 5.196 0.321
H: 0.768 -1.321 -6.150
H: -5.087 0.461 -3.505
H: 1.197 5.278 0.215
H: -7.234 0.831 -1.571
H: 2.668 4.499 -4.614
H: 2.401 4.948 4.302
H: -3.219 6.937 0.711
H: -3.802 -2.848 5.633
H: 0.326 -5.404 2.994
H: -5.047 0.131 -0.724
H: 3.271 2.490 -3.301
H: 2.344 -3.031 -2.554
H: -5.248 6.018 -0.360
H: -3.165 2.398 -1.225
H: 1.701 -3.983 4.531
H: 1.166 2.787 4.479
H: -2.481 3.626 -4.720
H: -3.896 -0.906 7.169
H: -4.264 1.709 3.809
H: 0.150 -4.716 0.588
H: -1.168 5.608 0.809
H: 1.931 1.828 -1.366
H: -5.201 3.737 -1.330
H: 2.760 -1.937 3.631
H: -3.921 -2.525 3.228
H: -6.503 0.440 3.294
H: 2.322 -2.901 -5.033
H: -3.199 -0.630 -2.327
H: -9.072 1.346 0.005
H: -0.608 2.531 -3.544
H: -4.732 2.606 -4.683
H: -0.677 5.177 -2.042
H: -0.668 0.154 -4.846
H: -4.072 -2.248 1.112
H: 0.704 5.854 -3.963
H: -8.688 1.141 2.438
H: 2.411 6.172 2.151
H: -4.129 1.372 6.236

=====

This record from the OMol25 dataset describes C50H39CsN14O4S as an isolated structure at a distorted geometry. The level of theory is ωB97M-V/def2-TZVPD.

## Properties
Net charge: -2
HOMO level, eV: -2.123
Lowest unoccupied orbital energy, eV: 3.043
Multiplicity: 1
Energy above the lowest of the compared OMol25 structures with the same formula, charge and spin, eV: 2.291

Cartesian coordinates (Å):
Cs: -0.946 0.363 0.846
S: -3.960 -3.872 0.256
O: 6.808 -4.029 -3.545
O: -2.972 -1.931 5.825
O: -1.294 -2.868 -1.062
O: -2.933 -0.149 4.074
N: 3.482 -6.956 -0.169
N: -1.281 3.407 1.159
N: 1.963 -0.258 2.118
N: 0.657 2.411 -1.988
N: -2.429 2.425 3.512
N: -4.333 -1.354 0.409
N: 4.071 0.249 3.300
N: 2.483 -6.554 0.496
N: -0.846 -3.276 1.634
N: 6.086 1.274 3.597
N: -2.276 1.958 -1.968
N: -2.896 2.035 4.685
N: -1.784 7.606 -8.882
N: 4.763 1.910 1.799
C: 1.635 -5.572 0.082
C: 5.433 -4.200 -1.643
C: -4.109 -2.300 -0.439
C: -0.425 4.170 -5.816
C: -2.935 0.759 4.963
C: -2.718 5.262 -0.331
C: -0.588 5.008 -6.901
C: 0.295 3.298 -2.977
C: 0.820 -4.932 1.082
C: -0.637 -3.505 2.911
C: -2.985 3.386 2.878
C: 4.548 -4.876 -0.835
C: -1.670 6.920 -7.965
C: -3.477 0.973 8.719
C: -2.172 2.790 -3.066
C: 1.961 2.529 -1.848
C: 2.959 -0.005 2.645
C: -4.261 1.956 -3.094
C: -0.407 -3.657 -0.705
C: 1.456 4.013 -3.426
C: 5.598 -6.109 -3.079
C: -4.205 -3.176 1.805
C: -2.091 5.400 -4.603
C: -3.108 -0.976 6.754
C: -1.508 6.058 -6.841
C: 7.052 -4.455 -4.859
C: -3.440 -0.372 9.067
C: -0.847 3.829 -0.019
C: -3.497 1.475 -1.985
C: -2.263 6.244 -5.682
C: 1.418 -5.214 -1.267
C: 4.926 1.122 2.890
C: -3.254 -1.339 8.096
C: -3.429 2.797 -3.777
C: 4.725 -6.801 -2.248
C: 1.024 -5.152 2.457
C: 4.164 -6.203 -1.118
C: -0.145 -3.964 0.718
C: -2.451 3.879 1.619
C: -1.522 4.746 -0.812
C: -1.169 4.352 -4.649
C: -3.117 0.390 6.400
C: -3.308 1.342 7.395
C: 0.427 -4.356 -1.645
C: 2.519 3.507 -2.717
C: -1.010 3.443 -3.487
C: -3.185 4.832 0.894
C: 0.287 -4.449 3.376
C: -4.377 -1.835 1.692
C: 5.952 -4.803 -2.786
H: -3.648 3.333 -4.687
H: -1.124 5.048 -1.772
H: 6.554 2.162 3.538
H: 5.551 2.386 1.398
H: -4.190 -3.781 2.695
H: -3.275 5.990 -0.909
H: -2.669 5.544 -3.701
H: -3.232 -2.391 8.351
H: -2.939 -1.402 4.945
H: 1.998 -5.717 -2.031
H: -2.981 7.053 -5.643
H: 0.286 3.357 -5.864
H: -0.012 4.863 -7.806
H: -3.914 3.849 3.227
H: 0.103 3.419 -0.350
H: 4.453 -7.821 -2.489
H: -3.843 0.784 -1.226
H: 1.482 4.802 -4.161
H: 1.776 -5.871 2.756
H: -4.525 -1.151 2.512
H: 7.667 -5.362 -4.888
H: 2.501 1.911 -1.139
H: 5.727 -3.183 -1.417
H: 7.593 -3.644 -5.346
H: 0.245 -4.160 -2.695
H: -4.115 5.209 1.302
H: 3.990 1.704 1.186
H: 6.121 -4.635 -5.409
H: -3.560 -0.667 10.103
H: -3.331 2.383 7.102
H: -1.219 -2.912 3.610
H: -4.010 -2.156 -1.503
H: 0.428 -4.597 4.439
H: -3.641 1.729 9.477
H: -5.279 1.685 -3.329
H: 3.562 3.776 -2.796
H: 4.147 -4.398 0.049
H: 6.074 0.840 4.504
H: 5.994 -6.605 -3.956

=====

This record from the OMol25 dataset describes a 9-piece molecular cluster, C50H40B2ClNO34 overall. The level of theory is ωB97M-V/def2-TZVPD.

## Properties
HOMO level, eV: -9.274
Lowest unoccupied orbital energy, eV: -1.698
Multiplicity: 1

Cartesian coordinates (Å):
Cl: 7.186 -1.237 6.776
O: 3.673 4.335 -9.052
O: 3.434 6.013 -3.703
O: -2.409 -7.289 0.968
O: -3.645 3.233 2.124
O: -1.231 3.270 -3.832
O: -7.468 -3.133 -3.601
O: -2.196 -1.739 1.116
O: -3.044 -11.632 -0.715
O: 6.297 9.681 -3.056
O: 8.815 -3.331 3.645
O: -4.734 -2.786 0.894
O: -1.587 -6.607 -1.412
O: -3.473 -3.669 -1.189
O: -8.707 -2.165 -1.541
O: 3.385 2.685 -4.047
O: 5.156 4.362 -2.694
O: -1.315 4.173 -6.262
O: -1.156 -4.823 1.309
O: 5.791 3.223 -8.041
O: -2.171 -10.966 -3.072
O: -5.912 3.423 -3.419
O: 3.785 -3.952 2.976
O: -5.513 5.048 9.748
O: -3.434 -1.287 3.363
O: -5.426 4.099 5.152
O: -5.998 4.247 -5.876
O: -3.984 1.979 5.734
O: 0.205 -6.904 2.314
O: 2.401 -1.894 2.153
O: 8.057 8.019 -2.125
O: -3.991 3.022 10.310
O: 1.239 3.742 -5.076
O: -2.492 2.772 -0.166
O: 9.435 -1.095 4.246
N: 5.150 -1.188 4.011
C: -4.299 3.193 9.038
C: 5.695 -2.421 4.672
C: 2.051 -5.532 2.717
C: 3.538 3.962 -7.902
C: -3.662 4.268 -6.223
C: 10.786 -1.314 4.653
C: -3.344 2.064 1.940
C: -3.882 2.384 8.052
C: -2.664 1.732 0.633
C: 6.721 6.083 -2.340
C: -4.870 4.055 -5.458
C: 5.526 5.626 -2.747
C: -4.740 -3.346 -1.355
C: -3.606 1.005 2.880
C: -2.711 -10.466 -0.812
C: -2.358 3.493 -4.234
C: -5.561 4.691 7.414
C: -1.899 -7.777 -1.310
C: -4.750 3.565 -4.033
C: -4.287 2.667 6.693
C: 2.319 4.099 -7.131
C: -5.180 4.393 8.777
C: -2.203 -10.009 -2.159
C: -2.474 4.009 -5.654
C: 5.940 8.411 -3.013
C: 7.007 7.496 -2.453
C: 4.470 6.539 -3.333
C: -2.277 0.485 0.329
C: 4.717 2.877 -5.982
C: -2.521 -0.577 1.285
C: -2.391 -8.240 0.042
C: 3.505 3.030 -5.211
C: -5.391 -3.460 -2.525
C: -3.229 -0.248 2.579
C: 4.739 3.313 -7.251
C: -3.567 3.301 -3.461
C: 0.796 -5.721 2.280
C: -5.140 3.888 6.424
C: -7.447 -2.514 -1.357
C: 2.300 3.662 -5.865
C: -2.771 -9.504 0.271
C: -5.420 -2.822 -0.109
C: 1.807 -3.071 2.122
C: -0.027 -4.581 1.709
C: -1.823 -8.744 -2.388
C: 2.644 -4.213 2.644
C: 0.554 -3.258 1.676
C: 4.749 7.954 -3.428
C: -6.802 -2.402 -0.187
C: -6.780 -3.064 -2.599
B: 8.559 -2.156 4.297
B: 7.103 -1.998 5.188
H: 7.207 9.719 -2.699
H: -4.980 3.409 4.625
H: 3.984 8.600 -3.835
H: -8.908 -2.360 -2.478
H: 4.240 4.330 -3.041
H: -3.758 4.634 -7.236
H: 5.570 2.415 -5.505
H: 11.402 -1.644 3.815
H: -0.609 3.921 -5.623
H: 5.486 -1.158 3.055
H: -7.272 -2.015 0.707
H: 11.176 -0.375 5.032
H: -2.091 -6.459 0.540
H: 2.652 -6.337 3.114
H: -4.919 -3.834 -3.422
H: -6.172 5.563 7.235
H: 7.483 5.439 -1.926
H: -1.458 -8.409 -3.348
H: -6.595 3.680 -4.070
H: 3.273 -2.015 2.586
H: -0.056 -2.456 1.291
H: 10.850 -2.055 5.452
H: 5.496 -0.342 4.449
H: -3.100 -2.070 2.881
H: -4.431 3.747 10.797
H: 5.002 -2.738 5.447
H: -2.862 3.543 0.310
H: -3.259 1.520 8.229
H: -3.124 -9.843 1.234
H: 5.527 3.619 -8.895
H: -1.786 0.236 -0.601
H: -0.693 -6.820 1.944
H: -4.106 1.275 3.796
H: -3.234 -3.479 -0.257
H: 1.482 3.361 -4.210
H: 1.462 4.555 -7.607
H: -2.504 -11.773 -2.633
H: -3.471 2.948 -2.444
H: 5.788 -3.173 3.898
H: 9.735 -3.598 3.639

=====

This record from the OMol25 dataset describes C50H40F5INO3P2PbSTe as an isolated structure at a distorted geometry. The level of theory is ωB97M-V/def2-TZVPD.

## Properties
Net charge: +3
HOMO level, eV: -15.014
Lowest unoccupied orbital energy, eV: -8.577
Multiplicity: 1

Cartesian coordinates (Å):
Pb: -1.300 -0.582 1.712
I: -0.368 -1.048 4.787
Te: 2.703 -1.136 2.177
S: 0.964 0.287 -0.950
P: -0.561 2.213 1.548
P: -0.370 -2.458 -1.374
F: 4.452 -1.146 2.742
F: 2.431 -0.060 3.741
F: 3.382 -2.182 0.725
F: 2.484 -2.736 3.113
F: 3.325 0.395 1.222
O: -0.297 -0.873 -0.954
O: -3.194 -1.293 3.431
O: 1.020 -1.033 1.541
N: -4.469 -2.368 4.912
C: -0.038 5.677 -0.480
C: 4.479 -0.346 -2.710
C: 4.641 -3.617 -4.597
C: 0.384 6.224 -2.975
C: 1.196 -4.969 1.406
C: 1.979 3.946 4.982
C: -3.132 3.254 0.769
C: 1.094 -4.129 0.300
C: 2.049 -1.843 -2.517
C: -2.586 -3.902 -2.008
C: -4.144 -1.680 -2.617
C: -0.080 3.246 0.086
C: -2.212 -1.848 5.576
C: 0.495 1.587 -1.944
C: -0.184 4.628 0.417
C: -4.481 3.408 0.993
C: 3.181 -2.264 -3.232
C: 2.572 3.368 3.857
C: 2.168 -4.338 -3.925
C: 3.254 -3.496 -3.928
C: -1.108 -4.470 2.023
C: -0.137 -3.505 0.036
C: -3.915 -4.079 -2.364
C: 5.359 -2.326 -4.184
C: 0.579 4.021 5.081
C: 0.579 3.893 -3.535
C: 0.204 2.873 -1.263
C: 0.779 2.664 -4.142
C: -3.329 -1.787 4.562
C: -2.936 2.113 2.904
C: 0.949 -2.751 -2.489
C: 1.021 -3.950 -3.193
C: -0.203 3.540 4.055
C: -4.705 -2.958 -2.621
C: -1.208 -3.648 0.919
C: 0.322 3.991 -2.150
C: 3.377 0.101 -1.955
C: 4.371 -1.544 -3.353
C: 1.766 2.835 2.852
C: 0.088 -5.166 2.238
C: -5.090 2.891 2.128
C: -2.326 2.622 1.740
C: 0.210 5.347 -1.784
C: -2.039 -2.604 -1.947
C: 2.179 -0.562 -1.911
C: -4.308 2.242 3.071
C: 0.376 2.913 2.941
C: 0.679 5.232 -4.142
C: -2.816 -1.488 -2.309
C: 0.773 1.533 -3.331
H: 4.588 -3.753 -5.690
H: -5.226 -2.401 4.257
H: 0.152 -5.871 3.065
H: -4.786 -0.854 -2.879
H: -6.174 2.962 2.258
H: -2.681 3.656 -0.122
H: -1.949 -4.668 2.666
H: -2.428 -1.265 6.471
H: 1.692 5.364 -4.501
H: 1.971 -3.982 -0.324
H: -4.369 -5.076 -2.405
H: 3.491 1.003 -1.372
H: 5.393 0.228 -2.716
H: 2.205 -5.297 -4.456
H: 0.997 2.583 -5.202
H: 1.226 6.925 -2.835
H: -2.190 -3.194 0.677
H: -2.006 -2.886 5.841
H: 0.143 4.455 5.956
H: -4.762 1.881 3.988
H: 5.692 -1.744 -5.026
H: 3.662 3.294 3.772
H: -2.365 1.598 3.678
H: -0.372 4.884 1.457
H: 2.599 4.290 5.794
H: -0.149 6.703 -0.161
H: -5.756 -3.103 -2.867
H: -1.980 -4.763 -1.703
H: -5.094 3.865 0.221
H: -0.521 6.811 -3.154
H: -2.392 -0.491 -2.255
H: 2.106 -5.546 1.600
H: 5.131 -4.489 -4.157
H: 1.060 0.573 -3.756
H: 0.026 5.388 -5.009
H: -1.281 3.627 4.114
H: 2.230 2.369 1.988
H: -4.605 -2.788 5.817
H: 0.157 -4.621 -3.172
H: 6.233 -2.521 -3.564

=====

- The lowest HOMO level belongs to which entry?
  C50H40F5INO3P2PbSTe